Record 1
An isolated ion of composition C4HClNO3 and charge -1 at a distorted geometry. Source: the OMol25 dataset; level of theory: ωB97M-V with the def2-TZVPD basis set.

Last column: Löwdin charge in e.
Atoms and positions in Å:
1 O -1.05547 -1.05265 -2.71775  0.095
2 C -0.85394 -1.10885 -1.51919  -0.446
3 O -1.24160 -2.00068 -0.53589  0.070
4 C -0.41256 -0.78784 -0.31566  -0.165
5 C 0.07529 -0.16712 0.78155  -0.561
6 Cl -0.17365 -1.14354 2.23587  0.635
7 C 0.70311 1.10458 1.00285  -0.274
8 N 1.15804 2.01840 0.16274  -0.163
9 O 1.03861 1.90636 -1.13288  -0.222
10 H 0.76218 1.23133 2.03838  0.032

SMILES: O=C1O/C1=C(Cl)/C=N\[O-]
Charge: -1
Highest occupied orbital energy (spin up / spin down) in eV: -3.79 / -3.79
Energy above the lowest of the compared OMol25 structures with the same formula, charge and spin in kcal/mol: 61.2


Record 2
A 2-piece molecular cluster, C4HF overall at a distorted geometry. Source: the OMol25 dataset; level of theory: ωB97M-V with the def2-TZVPD basis set.

Last column: Löwdin charge in e.
Atoms and positions in Å:
1 C -0.50236 -1.66595 0.75121  0.119
2 C -0.42936 -0.46980 0.42755  -0.373
3 C -0.57768 0.80949 0.21332  0.028
4 C 1.30667 1.79905 -0.63446  0.143
5 F 0.98052 2.27927 -1.77340  0.003
6 H -0.77779 -2.75205 1.01578  0.080

Highest occupied orbital energy (spin up / spin down) in eV: -7.99 / -8.11
Energy above the lowest of the compared OMol25 structures with the same formula, charge and spin in kcal/mol: 124.9


Record 3
A 2-piece molecular cluster, C4HN2OS overall at a distorted geometry. Source: the OMol25 dataset; level of theory: ωB97M-V with the def2-TZVPD basis set.

Last column: Löwdin charge in e.
Atoms and positions in Å:
1 C 1.32526 0.26843 0.83675  -0.429
2 C 0.60364 0.15965 -1.36246  -0.412
3 C -1.65468 0.02415 0.30352  -0.864
4 C 1.00625 -0.56691 -0.21734  -0.272
5 N 1.46499 1.07299 1.64700  0.073
6 N 0.47475 0.79343 -2.34717  0.060
7 O -1.88388 1.09015 -0.10174  0.080
8 S -1.93898 -1.17517 1.29383  0.672
9 H 0.60265 -1.66673 -0.05240  0.092

Charge: -1
Highest occupied orbital energy in eV: -3.46
Energy above the lowest of the compared OMol25 structures with the same formula, charge and spin in kcal/mol: 8.4


Record 4
One molecule with the formula C4HNO at a distorted geometry. Source: the OMol25 dataset; level of theory: ωB97M-V with the def2-TZVPD basis set.

Last column: Löwdin charge in e.
Atoms and positions in Å:
1 N -0.50800 -3.18183 -1.05700  0.178
2 C -0.15109 -2.21098 -0.53533  -0.215
3 C 0.12100 -0.94762 -0.04745  0.004
4 C 0.15758 0.23382 0.19482  0.078
5 C 0.14020 1.67190 0.43019  -0.256
6 O -0.62068 2.39676 -0.16243  0.088
7 H 0.86099 2.03794 1.17721  0.123

SMILES: N#CC#CC=O
Highest occupied orbital energy in eV: -11.40
Energy above the lowest of the compared OMol25 structures with the same formula, charge and spin in kcal/mol: 1.2


Record 5
A 2-piece molecular cluster, C4HNO2 overall at a distorted geometry. Source: the OMol25 dataset; level of theory: ωB97M-V with the def2-TZVPD basis set.

Last column: Löwdin charge in e.
Atoms and positions in Å:
1 C -0.75819 -0.26071 -0.20254  -0.119
2 C 1.62860 0.88665 -0.12541  0.211
3 C 1.05217 3.12217 0.51999  -0.090
4 C 0.45054 4.08637 1.05460  -0.240
5 N -1.39555 0.68387 -0.20075  0.094
6 O 1.33618 1.95530 0.19962  -0.033
7 O 0.01855 5.08634 1.47917  0.122
8 H -0.18407 -1.15029 -0.19593  0.055

Highest occupied orbital energy (spin up / spin down) in eV: -9.07 / -9.07
Energy above the lowest of the compared OMol25 structures with the same formula, charge and spin in kcal/mol: 125.3


Record 6
C4HO2Sr as an isolated structure at a distorted geometry. Source: the OMol25 dataset; level of theory: ωB97M-V with the def2-TZVPD basis set.

Last column: Löwdin charge in e.
Atoms and positions in Å:
1 O -3.40360 -1.74479 -1.70309  0.057
2 C -2.35907 -1.17365 -1.17671  -0.171
3 C -1.36409 -0.61168 -0.76967  0.008
4 H -3.18372 -2.25043 -2.49677  0.123
5 C -0.13073 -0.13230 -0.17986  -0.771
6 C 0.08382 0.03447 1.14964  -0.177
7 O 0.96075 -0.12773 -1.00949  -0.476
8 Sr 2.54190 0.52319 0.70030  1.407

<S²>: 0.763
2S+1: 2
Highest occupied orbital energy (spin up / spin down) in eV: -6.01 / -6.09
Energy above the lowest of the compared OMol25 structures with the same formula, charge and spin in kcal/mol: 0.0


Record 7
C4HO2Tl as an isolated structure at a distorted geometry. Source: the OMol25 dataset; level of theory: ωB97M-V with the def2-TZVPD basis set.

Last column: Löwdin charge in e.
Atoms and positions in Å:
1 O -1.23093 0.37482 0.15023  -0.149
2 C 2.32181 -0.46131 2.21244  -0.012
3 C 1.31600 -0.54963 1.44556  -0.295
4 C 0.25576 -0.66150 0.60520  -0.008
5 C 0.11377 -0.04023 -0.61373  -0.447
6 O 0.03328 -0.32646 -1.79051  -0.231
7 Tl -1.78774 0.54319 -2.73676  1.050
8 H -1.02195 1.12111 0.72758  0.092

Highest occupied orbital energy (spin up / spin down) in eV: -7.64 / -7.64
Energy above the lowest of the compared OMol25 structures with the same formula, charge and spin in kcal/mol: 56.2


Record 8
A 2-piece molecular cluster, C4IN3 overall at a distorted geometry. Source: the OMol25 dataset; level of theory: ωB97M-V with the def2-TZVPD basis set.

Last column: Löwdin charge in e.
Atoms and positions in Å:
1 C 0.24979 0.35064 1.36804  -0.319
2 C 0.12512 0.89270 -0.99788  -0.297
3 C 0.74377 -1.24653 -0.45024  -0.204
4 C 0.46665 0.00615 0.00366  -0.256
5 N 0.25551 0.54622 2.48207  0.205
6 N 0.11543 1.62241 -1.91430  0.224
7 N 0.82032 -2.29004 -0.88846  0.251
8 I -2.77660 0.11845 0.39712  0.396

Highest occupied orbital energy (spin up / spin down) in eV: -9.80 / -9.73
Energy above the lowest of the compared OMol25 structures with the same formula, charge and spin in kcal/mol: 56.7


Record 9
One molecule with the formula C4N2O2 at a distorted geometry. Source: the OMol25 dataset; level of theory: ωB97M-V with the def2-TZVPD basis set.

Last column: Löwdin charge in e.
Atoms and positions in Å:
1 N -2.97709 -0.43842 -0.29069  0.201
2 C -1.94602 -0.01592 -0.07400  -0.091
3 C -0.56209 0.63529 0.04080  -0.272
4 O -0.27563 1.80667 0.28749  0.166
5 C 0.47984 -0.44062 0.06378  -0.269
6 O 0.28433 -1.65367 0.37001  0.140
7 C 1.89779 0.04660 -0.14037  -0.064
8 N 3.09888 0.06008 -0.25702  0.188

SMILES: N#CC(=O)C(=O)C#N
Highest occupied orbital energy in eV: -12.36
Energy above the lowest of the compared OMol25 structures with the same formula, charge and spin in kcal/mol: 15.7


Record 10
C4N2S2SbScSe4 as an isolated structure at a distorted geometry. Source: the OMol25 dataset; level of theory: ωB97M-V with the def2-TZVPD basis set.

Last column: Löwdin charge in e.
Atoms and positions in Å:
1 Sc -0.54223 -0.33940 -0.68458  -0.192
2 Se -1.34939 -3.49296 -4.54468  -0.320
3 Sb -2.48148 -2.15448 -2.82145  -0.280
4 Se -1.47866 0.26470 -2.96480  -0.079
5 Se -1.50851 -2.71428 -0.47108  -0.093
6 Se -4.91705 -2.12618 -2.75121  -0.308
7 S 1.86067 -0.11677 -0.36707  0.546
8 C 1.79799 0.88101 1.09579  -0.727
9 C 3.05072 1.13412 1.69781  -0.321
10 N 4.07314 1.37302 2.19585  0.140
11 C 0.63752 1.39123 1.67793  -0.742
12 S -0.96747 1.41613 0.96057  0.545
13 C 0.82716 1.99398 2.96037  -0.296
14 N 0.99760 2.48989 4.01655  0.128

Charge: -2
Highest occupied orbital energy in eV: -2.13


Record 11
A 2-piece molecular cluster, C4O3 overall at a distorted geometry. Source: the OMol25 dataset; level of theory: ωB97M-V with the def2-TZVPD basis set.

Last column: Löwdin charge in e.
Atoms and positions in Å:
1 C -0.33932 -0.69770 -0.11365  0.009
2 C -0.09479 -1.95425 -0.05104  -0.189
3 C 1.73050 2.31482 -0.38715  0.002
4 C -1.20190 0.22759 -0.02086  -0.223
5 O 1.60341 2.08255 0.71156  0.014
6 O -1.95210 1.08238 -0.21672  0.196
7 O 0.25420 -3.05538 0.07786  0.192

Highest occupied orbital energy in eV: -10.48
Energy above the lowest of the compared OMol25 structures with the same formula, charge and spin in kcal/mol: 0.0


Record 12
A 10-piece molecular cluster, C50H100O10 overall at a distorted geometry. Source: the OMol25 dataset; level of theory: ωB97M-V with the def2-TZVPD basis set.

Last column: Löwdin charge in e.
Atoms and positions in Å:
1 O 3.91135 -3.63143 3.62987  0.073
2 C 3.77838 -2.57823 4.27004  -0.482
3 C 3.91010 -2.42620 5.74401  -0.083
4 C 3.16738 -1.13489 5.98248  -0.144
5 C 3.39243 -0.40270 4.63365  -0.128
6 O 3.39678 -1.45901 3.65005  0.018
7 H 3.48016 -3.31166 6.21221  0.132
8 H 4.96125 -2.32216 6.01299  0.138
9 H 2.10981 -1.34439 6.14303  0.110
10 H 3.51777 -0.47733 6.77805  0.122
11 H 2.62488 0.36557 4.54021  0.113
12 H 4.35071 0.11254 4.56785  0.129
13 O 0.91093 1.01592 7.66920  0.088
14 C 0.04544 1.29567 6.85782  -0.470
15 C -1.35012 0.65242 6.67734  -0.053
16 C -1.80403 1.15250 5.31105  -0.142
17 C -1.00034 2.42550 5.13408  -0.133
18 O 0.17045 2.27418 5.96222  0.040
19 H -1.17666 -0.42341 6.70209  0.118
20 H -1.97024 0.94527 7.52457  0.130
21 H -1.58056 0.47922 4.48348  0.101
22 H -2.86875 1.38531 5.32770  0.102
23 H -0.70581 2.67289 4.11421  0.116
24 H -1.59267 3.28450 5.44932  0.110
25 O -3.46791 0.53193 2.13771  0.083
26 C -3.90938 -0.20187 3.01870  -0.425
27 C -3.73298 -1.72702 3.21026  -0.057
28 C -4.91711 -2.01777 4.10429  -0.153
29 C -5.14319 -0.70447 4.86300  -0.162
30 O -4.63876 0.29610 4.03464  -0.011
31 H -3.86564 -2.30439 2.29530  0.117
32 H -2.80325 -1.86036 3.76336  0.124
33 H -5.76595 -2.41411 3.54708  0.120
34 H -4.66969 -2.87083 4.73608  0.116
35 H -6.17733 -0.47756 5.12218  0.133
36 H -4.53109 -0.75283 5.76361  0.122
37 O -2.53949 -4.12450 1.43524  0.077
38 C -1.43457 -4.11070 1.95797  -0.480
39 C -0.67124 -5.36755 2.48906  -0.058
40 C 0.66913 -4.73622 2.65712  -0.184
41 C 0.40225 -3.29405 2.93654  -0.150
42 O -0.80262 -2.98105 2.20822  0.032
43 H -1.06637 -5.65815 3.46247  0.126
44 H -0.69400 -6.27556 1.88648  0.128
45 H 1.14761 -5.15807 3.54098  0.120
46 H 1.36064 -4.90333 1.83130  0.116
47 H 0.43767 -2.98493 3.98119  0.132
48 H 1.11502 -2.65181 2.41925  0.097
49 O -4.94820 0.91438 -4.07369  0.107
50 C -4.54440 1.03024 -2.94053  -0.440
51 C -3.11503 0.73096 -2.43881  -0.080
52 C -3.26534 0.59667 -0.95888  -0.168
53 C -4.51180 1.40374 -0.69363  -0.179
54 O -5.30268 1.35764 -1.85963  0.033
55 H -2.76289 -0.18542 -2.91247  0.118
56 H -2.41851 1.52296 -2.71393  0.111
57 H -3.49448 -0.43500 -0.69194  0.124
58 H -2.36930 0.90851 -0.42226  0.097
59 H -4.98854 0.95795 0.17935  0.114
60 H -4.34244 2.46997 -0.54340  0.121
61 C 0.63165 1.20660 -4.14655  -0.072
62 C 0.82808 1.66819 -2.66449  -0.248
63 C 1.02288 0.54266 -1.67505  -0.227
64 C 0.74102 1.00979 -0.25067  -0.209
65 C 0.92460 -0.14249 0.77037  -0.239
66 C 0.53082 0.28072 2.19292  -0.098
67 H 0.90960 2.06503 -4.75806  0.038
68 H -0.35592 0.88584 -4.47808  0.059
69 H 1.18927 0.30299 -4.39282  0.062
70 H 1.74820 2.25077 -2.61890  0.100
71 H 0.09359 2.41821 -2.37105  0.089
72 H 2.01172 0.09065 -1.75243  0.114
73 H 0.36522 -0.28948 -1.92628  0.101
74 H 1.42935 1.78774 0.07963  0.116
75 H -0.26331 1.42205 -0.15333  0.086
76 H 0.39536 -1.04543 0.46590  0.101
77 H 1.97875 -0.41672 0.81111  0.094
78 H -0.54525 0.22273 2.35665  0.058
79 H 0.87074 -0.45769 2.91908  0.040
80 H 0.95843 1.25453 2.43158  0.077
81 C -5.50096 3.67405 5.10870  -0.100
82 C -4.34146 4.53985 4.57215  -0.235
83 C -3.84086 4.06251 3.17801  -0.223
84 C -2.60554 4.70901 2.62152  -0.240
85 C -2.09129 3.97107 1.36666  -0.257
86 C -0.73383 4.47282 0.89760  -0.108
87 H -5.57532 3.94832 6.16101  0.065
88 H -5.22073 2.62098 5.08402  0.044
89 H -6.47473 3.77379 4.62921  0.074
90 H -4.59944 5.59716 4.51184  0.105
91 H -3.50529 4.44060 5.26430  0.084
92 H -4.55572 4.25987 2.37919  0.118
93 H -3.71569 2.98374 3.27119  0.088
94 H -2.67611 5.77432 2.40190  0.118
95 H -1.81820 4.66988 3.37428  0.092
96 H -1.99652 2.91515 1.61993  0.087
97 H -2.88740 4.08915 0.63156  0.100
98 H -0.69226 5.56193 0.88258  0.069
99 H 0.06425 4.25864 1.60843  0.067
100 H -0.44860 4.12528 -0.09536  0.058
101 C 0.62684 -4.74015 -1.35041  -0.109
102 C -0.24185 -3.99270 -2.30855  -0.269
103 C 0.53934 -3.48709 -3.52932  -0.202
104 C -0.44913 -2.81335 -4.56935  -0.222
105 C 0.30066 -2.51164 -5.83380  -0.267
106 C -0.58083 -1.77684 -6.91408  -0.096
107 H 1.48146 -4.14312 -1.03216  0.046
108 H 1.04480 -5.69266 -1.67620  0.086
109 H 0.08713 -4.83069 -0.40775  0.055
110 H -1.04045 -4.66768 -2.61633  0.109
111 H -0.74145 -3.17863 -1.78338  0.107
112 H 1.16153 -4.26236 -3.97644  0.111
113 H 1.22092 -2.68848 -3.23643  0.097
114 H -1.21073 -3.57997 -4.71202  0.111
115 H -0.89529 -1.94212 -4.08976  0.096
116 H 1.17990 -1.89438 -5.64935  0.091
117 H 0.70276 -3.45286 -6.20866  0.104
118 H -1.16438 -0.93828 -6.53409  0.061
119 H -0.05507 -1.41277 -7.79675  0.058
120 H -1.23684 -2.51650 -7.37305  0.062
121 C 3.64353 -2.79191 0.11719  -0.110
122 C 4.39389 -3.98976 -0.54004  -0.257
123 C 5.21582 -3.69892 -1.79117  -0.205
124 C 5.73341 -5.01409 -2.53671  -0.172
125 C 6.92949 -4.77571 -3.57366  -0.263
126 C 6.59056 -3.84146 -4.74447  -0.121
127 H 2.85341 -3.14482 0.77995  0.041
128 H 3.07233 -2.14460 -0.54826  0.049
129 H 4.29019 -2.14242 0.70718  0.070
130 H 5.06448 -4.41603 0.20609  0.108
131 H 3.59025 -4.69731 -0.74411  0.082
132 H 6.04013 -3.07043 -1.45409  0.108
133 H 4.60627 -3.08177 -2.45122  0.099
134 H 6.18427 -5.81057 -1.94471  0.093
135 H 4.86789 -5.49176 -2.99584  0.097
136 H 7.89337 -4.52698 -3.12962  0.096
137 H 7.14046 -5.76670 -3.97557  0.087
138 H 7.48315 -3.72861 -5.35981  0.065
139 H 5.73955 -4.22460 -5.30756  0.071
140 H 6.31490 -2.86784 -4.33927  0.060
141 C -2.37615 5.06083 -4.42723  -0.108
142 C -1.31863 4.99132 -5.56492  -0.234
143 C 0.14976 5.10670 -5.08627  -0.222
144 C 1.21876 4.60064 -6.03040  -0.273
145 C 2.64228 4.47933 -5.61521  -0.260
146 C 3.26344 5.89386 -5.27195  -0.089
147 H -3.41167 4.91596 -4.73513  0.067
148 H -2.31217 5.95401 -3.80576  0.068
149 H -2.25491 4.22080 -3.74330  0.047
150 H -1.45265 4.06267 -6.11968  0.102
151 H -1.55782 5.83476 -6.21261  0.099
152 H 0.27263 4.55801 -4.15249  0.101
153 H 0.33651 6.15594 -4.85751  0.108
154 H 0.91586 3.58004 -6.26436  0.094
155 H 1.21303 5.19963 -6.94105  0.117
156 H 2.72358 3.79292 -4.77240  0.090
157 H 3.24134 4.05479 -6.42081  0.105
158 H 3.01522 6.50699 -6.13830  0.064
159 H 2.79577 6.32197 -4.38532  0.064
160 H 4.35311 5.87945 -5.24949  0.061

SMILES: O=C1CCCO1.O=C1CCCO1.O=C1CCCO1.O=C1CCCO1.O=C1CCCO1.CCCCCC.CCCCCC.CCCCCC.CCCCCC.CCCCCC
Highest occupied orbital energy in eV: -9.87